1.
A cluster of 2 separate species, C4H9O2P in total. Source: OMol25; level of theory: ωB97M-V/def2-TZVPD.

XYZ file:
```
16
Properties=species:S:1:pos:R:3
C -2.85499 0.67858 0.10521
C 0.49043 0.15989 1.73024
C 1.40610 -1.31819 -0.67557
C -0.03667 1.19389 -1.13238
O -3.78730 0.03100 0.03118
O -1.33504 -0.90731 -0.06443
P -0.01436 -0.31445 0.02006
H 1.38393 0.89569 1.69397
H 0.51062 -0.82159 2.36211
H -0.46531 0.73383 2.25608
H 1.04403 -1.48273 -1.77906
H 1.55770 -2.26158 -0.15639
H 2.34950 -0.77504 -0.45283
H 0.85621 1.60690 -1.27582
H -0.73232 1.78635 -0.65878
H -0.37253 0.79477 -2.00359
```

Its net charge is 0. For the gap between HOMO and LUMO, the calculation gives 10.45 eV. The value obtained for the HOMO energy is -9.74 eV.

---

2.
The ion C4H6N2 with charge +2. Source: OMol25; level of theory: ωB97M-V/def2-TZVPD.

XYZ file:
```
12
Properties=species:S:1:pos:R:3
C 0.46965 -1.28308 0.06405
N 1.36845 -0.33696 -0.06125
C 0.78221 0.99799 0.06474
C -0.59605 0.82034 0.03615
N -0.76609 -0.95520 0.11561
C -1.79444 0.06342 -0.06161
H 0.88245 -2.39677 0.06734
H 2.32002 -0.38029 -0.30017
H 1.08054 1.77523 -0.65841
H 1.05106 1.52704 1.06152
H -2.48979 0.04482 0.81879
H -2.30801 0.12347 -1.14676
```

Its net charge is +2. For the gap between HOMO and LUMO (spin up / spin down), the calculation gives 8.33 / 8.33 eV. The value obtained for the HOMO energy (spin up / spin down) is -21.29 / -21.29 eV. The SMILES is C1=[NH+]CC2=[N+]1C2.

---

3.
A structure of composition C23H43AlCl4F2Li2NaO14S3. Source: OMol25; level of theory: ωB97M-V/def2-TZVPD.

XYZ file:
```
93
Properties=species:S:1:pos:R:3
C 2.94499 -4.24723 3.77727
C 2.99505 -3.99185 2.13852
C 1.45081 -3.89069 1.50398
C 1.36999 -2.55905 0.48963
C -0.07043 -1.87605 0.74372
C -0.02945 -0.69369 1.90908
C 0.84684 -1.04164 3.23225
C 1.30742 0.41262 3.91984
O 0.65075 1.56289 3.76392
O 2.57953 0.37822 4.71198
S -1.86295 -0.65587 2.44757
O -2.17383 0.49876 3.44480
O -2.26778 -1.97623 3.21360
O -2.77997 -0.58056 1.05766
C -2.08746 -0.26436 -0.19405
C -1.55354 1.29289 -0.33022
C -2.09861 2.33569 0.80713
C -1.96243 3.90371 0.24348
O -0.50731 4.10632 -0.01367
C -3.37353 -0.34265 -1.27445
C -4.44866 0.88757 -1.10469
C -5.81551 0.45128 -1.92802
C -7.07300 0.02326 -0.96266
O -7.40504 1.08351 0.02878
C -7.65211 0.36429 1.31578
C -0.91288 -1.38682 -0.61925
S 0.20570 -0.86569 -2.01234
C -0.52882 0.20521 -3.36478
O 1.50332 -0.09327 -1.54770
O 0.74872 -2.10869 -2.82813
S -1.70417 -3.02267 -1.22495
O -2.83307 -3.52356 -0.26611
O -2.17681 -2.92643 -2.72479
F -0.54573 -4.33416 -1.25177
H 3.61855 -5.16995 4.08748
H 1.84380 -4.45532 4.14689
H 3.33870 -3.33188 4.40499
H 3.60443 -2.98944 1.97651
H 3.62454 -4.85187 1.62164
H 1.33248 -4.86625 0.84295
H 0.69149 -3.82630 2.39400
H 2.21180 -1.78037 0.81508
H 1.58627 -2.99984 -0.56664
H -0.77170 -2.72252 1.21309
H 0.34091 0.33186 1.48533
H 1.84927 -1.61801 3.06073
H 0.20871 -1.60953 4.06231
H 3.31195 0.63138 4.04560
H -1.84318 1.79687 -1.37340
H -0.36249 1.37340 -0.29317
H -3.19771 2.15655 1.16771
H -1.34877 2.28539 1.72839
H -2.21110 4.60860 1.17150
H -2.63556 4.11306 -0.69054
H -0.35817 4.89375 -0.61992
H -3.03627 -0.49078 -2.37754
H -4.00378 -1.31833 -0.99307
H -4.00931 1.82152 -1.68866
H -4.73729 1.13700 0.00901
H -6.16914 1.27478 -2.68924
H -5.52652 -0.50157 -2.58004
H -8.01899 -0.09094 -1.65795
H -6.90381 -1.02631 -0.44356
H -8.48840 -0.42796 1.07871
H -7.93454 1.12877 2.16025
H -6.67561 -0.20004 1.68418
H -1.49930 -0.25707 -3.88257
H 0.28389 0.17609 -4.24353
H -0.63364 1.34149 -3.10667
Na 3.31160 -0.92695 6.40769
F 1.51160 2.00019 -2.27517
C 4.21011 0.98577 -1.56880
C 5.01780 0.42987 -2.72898
O 5.81428 1.45620 -3.33405
C 6.94726 1.78748 -2.66774
O 7.33995 1.28786 -1.62357
O 7.55820 2.79064 -3.34567
C 8.72034 3.30222 -2.69652
H 3.62466 1.85375 -1.88809
H 3.53222 0.22651 -1.16988
H 4.86225 1.32449 -0.75764
H 4.33484 0.06098 -3.50207
H 5.64178 -0.41688 -2.41985
H 9.42563 2.50205 -2.45185
H 8.43086 3.85146 -1.79532
H 9.21386 3.99710 -3.38177
Li 5.11160 -6.44589 3.91315
Cl -4.48840 -4.47693 0.29936
Cl -0.58840 5.12648 -2.04610
Li -2.98840 -5.00610 -1.76295
Al 0.91160 5.77390 0.65038
Cl -0.58840 7.92994 -0.55291
Cl 0.91160 8.92451 -2.35291
```

Its net charge is +1. For the gap between HOMO and LUMO, the calculation gives 1.37 eV. The value obtained for the HOMO energy is -7.45 eV.

---

Number 1: strongest force on any atom 4.84 eV Å⁻¹, energy -649.6200 hartree. Number 2: strongest force on any atom 3.78 eV Å⁻¹, energy -264.5869 hartree. Number 3: strongest force on any atom 9.82 eV Å⁻¹, energy -5609.2407 hartree.